Entry from the Open Molecules 2025 dataset: a cluster of 8 separate species, C19H48F3N6O13S2 in total (ωB97M-V/def2-TZVPD).

The maximum force comes out at 2.947 eV Å⁻¹. The frontier orbital gap is 0.2255 hartree. The value obtained for the energy above the lowest of the compared OMol25 structures with the same formula, charge and spin is 0.0 kJ/mol. Its charge is +3.

Last column: Mulliken charge in e.
Geometry (Å):
S -0.322 0.108 -0.021  1.4924
O 0.760 -0.690 0.596  -1.6794
O -1.484 -0.772 -0.309  -0.4056
O -0.683 1.256 0.825  -1.3600
O 0.195 0.617 -1.318  -1.0333
C -0.937 -3.980 1.800  -0.5023
C -0.238 -4.447 0.554  0.5643
O -0.104 -5.564 0.194  -0.4281
N 0.448 -3.381 -0.260  0.8633
H 0.004 -3.384 -1.178  0.3918
H 0.334 -2.423 0.155  -0.5132
C 1.932 -3.641 -0.422  -0.7606
H -1.405 -3.015 1.586  -0.1766
H -0.186 -3.831 2.578  0.2946
H -1.712 -4.681 2.092  0.3987
H 2.309 -2.833 -1.036  0.1391
H 2.071 -4.611 -0.888  0.5009
H 2.353 -3.672 0.576  0.2441
C -0.237 6.144 1.349  -1.0894
C 0.234 4.738 1.616  0.4593
O 1.369 4.391 1.545  -0.3583
N -0.782 3.707 2.031  0.2918
H -1.665 4.045 1.632  0.4853
H -0.679 2.809 1.476  0.3584
C -0.720 3.450 3.527  -0.6912
H 0.506 6.872 1.657  0.3600
H -1.192 6.330 1.843  0.3780
H -0.370 6.201 0.264  0.3304
H 0.309 3.286 3.814  0.3031
H -1.378 2.591 3.630  0.2580
H -1.187 4.287 4.038  0.3613
C -3.717 -2.724 -2.135  -0.6858
C -3.700 -1.433 -2.888  0.5266
O -4.665 -0.916 -3.333  -0.4038
N -2.381 -0.671 -2.932  0.3860
H -2.000 -0.720 -1.947  -0.1784
H -1.751 -1.140 -3.586  0.4376
C -2.582 0.771 -3.346  -0.5494
H -4.594 -2.808 -1.502  0.3477
H -2.786 -2.939 -1.611  -0.0344
H -3.795 -3.530 -2.876  0.4273
H -2.845 0.784 -4.396  0.4362
H -1.681 1.274 -3.012  0.0211
H -3.410 1.151 -2.753  0.3423
C 3.147 1.475 1.925  -0.1511
C 3.672 0.265 2.620  0.5127
O 4.642 0.191 3.289  -0.4149
N 2.756 -0.954 2.612  0.4123
H 2.152 -0.852 3.429  0.4388
H 2.096 -0.904 1.802  -0.0404
C 3.499 -2.282 2.588  -0.7188
H 3.901 2.238 1.761  0.4607
H 2.456 1.912 2.657  0.0388
H 2.651 1.211 0.993  -0.2792
H 4.114 -2.367 3.477  0.3863
H 4.114 -2.345 1.691  0.2332
H 2.669 -2.984 2.608  0.3517
C -4.817 -1.858 3.543  -1.3322
C -4.310 -1.789 2.140  0.6071
O -4.281 -2.696 1.378  -0.3227
N -3.693 -0.488 1.685  0.3476
H -3.544 0.146 2.472  0.4228
H -2.733 -0.714 1.358  -0.2167
C -4.443 0.226 0.583  -0.6657
H -5.559 -1.101 3.801  0.3994
H -3.947 -1.678 4.190  0.3696
H -5.181 -2.865 3.712  0.3809
H -4.610 -0.468 -0.234  0.1788
H -3.770 1.005 0.233  0.2347
H -5.353 0.615 1.027  0.4515
C 1.766 0.728 -4.493  -0.8750
C 1.233 2.049 -4.068  0.6504
O 0.430 2.680 -4.670  -0.4323
N 1.620 2.487 -2.687  0.4281
H 1.161 1.755 -2.077  0.0164
H 2.626 2.389 -2.510  0.4843
C 1.245 3.869 -2.267  -0.8022
H 2.853 0.620 -4.522  0.3943
H 1.357 0.381 -5.435  0.4104
H 1.485 0.018 -3.700  0.0256
H 0.921 3.842 -1.231  0.1771
H 0.437 4.203 -2.914  0.3477
H 2.094 4.539 -2.360  0.4172
C 4.019 -0.658 -1.697  0.4759
F 4.256 0.595 -2.086  -0.3088
F 3.205 -0.597 -0.617  -0.0460
F 3.287 -1.283 -2.653  -0.2824
S 5.507 -1.732 -1.308  1.1807
O 6.392 -1.572 -2.431  -0.6384
O 5.939 -1.194 -0.032  -0.6193
O 4.902 -3.062 -1.211  -0.6394



Entry from the Open Molecules 2025 dataset: a cluster of 2 separate species, C7H14N2 in total (ωB97M-V/def2-TZVPD).

The maximum force comes out at 2.722 eV Å⁻¹. As for the SMILES: CCc1c[nH]cn1.CC. The frontier orbital gap is 0.3423 hartree. The value obtained for the energy above the lowest of the compared OMol25 structures with the same formula, charge and spin is 92.5 kJ/mol.

Last column: Mulliken charge in e.
Geometry (Å):
C -2.167 2.706 -1.707  -0.8939
C -2.029 3.134 -0.223  -0.6683
H -3.195 2.484 -1.963  0.2931
H -1.995 3.476 -2.467  0.3367
H -1.460 1.887 -1.842  0.2219
H -2.587 4.012 0.052  0.3716
H -0.954 3.295 -0.237  0.2085
H -2.455 2.339 0.432  0.1260
C 2.314 -1.411 0.655  -0.4944
C 3.309 -0.291 0.844  -1.0300
C 0.895 -1.071 0.359  0.5278
C -0.102 -0.355 0.991  -0.6554
C -1.015 -1.728 -0.498  -0.2354
N 0.283 -1.903 -0.578  -0.6010
N -1.230 -0.615 0.309  0.0006
H 2.609 -2.013 -0.222  0.3319
H 2.428 -2.190 1.414  0.3136
H 3.003 0.230 1.760  0.2795
H -0.014 0.396 1.749  0.3854
H -1.823 -2.168 -1.066  0.3707
H -2.133 -0.210 0.495  0.1867
H 3.303 0.338 -0.047  0.2793
H 4.301 -0.716 0.910  0.3451



Q: Which DFT total energy values were calculated for the entries above? A: -3154.4453 -384.5967, in Eh.